[1]
Molecular formula: C36H34Cl3CsF4N7OSSi3
Method: DFT, wB97M-V/def2-TZVPD

Geometry as ORCA input:
```
! wB97M-V def2-TZVPD RIJCOSX def2/J DEFGRID3
* xyz -1 1
Cs 0.63100 -1.73924 -1.78478
C 0.31760 0.44627 4.63133
Si 0.73360 1.84217 3.40995
C 2.48998 1.34534 2.96482
C 1.09933 3.47274 4.37014
C -0.41671 2.05440 1.96731
Si -2.07536 1.33736 2.09296
C -3.23112 2.08402 3.40360
C -2.02169 -0.55338 2.33410
C -3.12833 1.54964 0.49467
Si -0.06563 3.28914 0.76786
C 1.75301 3.68794 0.43018
C -0.81345 5.03891 1.09997
C -0.71037 2.93276 -1.04443
C -1.62260 3.79012 -1.70351
C -1.89099 3.47551 -3.03219
C -1.39463 2.33844 -3.66576
C -0.50572 1.56026 -2.90861
N -0.21549 1.80236 -1.60754
H 1.07459 0.44046 5.44367
H 0.38438 -0.52430 4.13879
H -0.66184 0.52592 5.10090
H 2.98153 1.09328 3.95194
H 3.07739 2.19394 2.50264
H 2.50008 0.45615 2.29198
H 1.93202 3.34609 5.13763
H 0.24140 3.91515 4.94304
H 1.50026 4.20242 3.65588
H -3.05667 1.74354 4.44280
H -4.31228 1.84510 3.16364
H -3.15803 3.19593 3.50728
H -1.97518 -0.93350 3.37885
H -1.14382 -0.97138 1.85271
H -2.95213 -0.96876 1.85360
H -3.51444 2.58774 0.40431
H -4.04026 0.90678 0.60957
H -2.62301 1.26488 -0.43539
H 2.21014 4.31869 1.21646
H 1.81450 4.24889 -0.53475
H 2.41964 2.82357 0.38528
H -0.40672 5.49368 2.01398
H -1.92945 5.08095 1.16410
H -0.50094 5.69617 0.22987
H -2.06126 4.66877 -1.23468
H -2.56107 4.13545 -3.59794
H -1.57847 2.08380 -4.70862
H 0.09217 0.75534 -3.35438
Cl 3.45974 -2.66279 6.30541
C 2.71775 -2.93580 4.76122
C 3.35681 -2.53456 3.55570
C 2.68178 -2.64525 2.34654
Cl 3.38074 -2.04559 0.81073
C 1.30300 -3.15246 2.31025
O 0.61370 -3.24019 1.27362
C 0.71059 -3.57928 3.56815
Cl -0.92735 -4.05368 3.65592
C 1.42010 -3.51477 4.74473
H 4.34208 -2.09254 3.62048
H 0.92776 -3.82777 5.66093
S 3.41725 -0.33040 -2.27194
C 3.22041 0.94368 -3.35314
N 3.56144 2.19354 -2.85265
C 3.31714 3.33688 -3.49369
C 2.82262 3.25412 -4.75638
C 2.50850 1.95258 -5.27231
N 2.71625 0.85051 -4.59465
H 3.90767 2.17454 -1.89287
H 3.54008 4.27014 -2.99805
H 2.57265 4.14931 -5.29535
H 1.98871 1.79982 -6.21266
F -2.95019 -2.48802 -2.21136
C -2.36084 -3.58930 -2.73797
C -2.51535 -4.76938 -2.03003
F -3.36503 -4.71452 -0.98178
C -1.69466 -5.91139 -2.29597
C -0.62353 -5.63986 -3.18888
C -0.59402 -4.48210 -3.99792
F 0.53638 -4.29037 -4.74962
C -1.50135 -3.40926 -3.84483
C -1.44332 -2.15887 -4.59451
C -2.38528 -1.11208 -4.39868
N -3.05758 -0.17414 -4.38421
C -0.35309 -1.70467 -5.34840
N 0.53867 -1.33769 -5.99523
F 0.46861 -6.41633 -3.24642
C -1.80071 -7.15592 -1.59524
C -0.86126 -8.20982 -1.72527
N -0.11303 -9.08551 -1.77655
C -2.75184 -7.39842 -0.58358
N -3.41691 -7.64187 0.32327
*
```

The value obtained for the highest occupied orbital energy (spin up / spin down) is -4.3 / -4.3 eV. As for the orbital gap (spin up / spin down): 0.1560 / 0.1442 Eh.



[2]
Molecular formula: C36H34ClN2O5P2PbS
Method: DFT, wB97M-V/def2-TZVPD

Geometry as ORCA input:
```
! wB97M-V def2-TZVPD RIJCOSX def2/J DEFGRID3
* xyz 1 1
Pb 1.78289 -2.01103 -0.10873
O -0.55861 -6.84333 3.36277
C -0.05081 -5.83113 2.66447
C 1.02229 -5.05683 3.12577
C 1.47519 -4.01933 2.33507
N 0.92249 -3.76623 1.16407
C -0.08761 -4.48003 0.69297
C -0.61711 -5.52673 1.41547
C -0.62671 -4.04723 -0.68723
O -1.62591 -4.58133 -1.11153
O 0.06439 -3.12723 -1.23303
C 2.64419 -3.10073 2.78037
O 3.15839 -3.33233 3.85047
O 2.91969 -2.17133 1.95767
H -0.10431 -6.96473 4.20887
H 1.52369 -5.23633 4.06767
H -1.44151 -6.09353 1.01297
C -4.02261 3.92167 0.23997
S -2.43261 4.23307 1.05747
C -1.32571 4.33147 -0.40013
C -0.29651 3.21057 -0.41903
C -0.95991 1.83837 -0.43493
N 0.04579 0.78227 -0.39193
P 0.66409 0.18557 1.08667
C -0.45791 0.84447 2.36227
C -0.16651 2.03107 3.03187
C -1.06981 2.53687 3.94837
C -2.25431 1.86487 4.20587
C -2.54041 0.68037 3.54527
C -1.64201 0.16367 2.63017
C 2.27459 0.94597 1.43707
C 3.07849 1.48457 0.43807
C 4.39649 1.80647 0.71257
C 4.92239 1.55097 1.96847
C 4.12699 1.00397 2.96497
C 2.80659 0.69997 2.70377
P 0.28819 -0.16773 -1.82163
C 0.40439 1.16647 -3.07123
C -0.71001 1.54947 -3.81263
C -0.61621 2.59107 -4.71923
C 0.58619 3.25657 -4.89073
C 1.69799 2.88377 -4.15203
C 1.60899 1.83977 -3.24913
C -1.29721 -0.96153 -2.18093
C -1.46871 -1.57153 -3.42393
C -2.58071 -2.35633 -3.65843
C -3.51331 -2.55593 -2.65213
C -3.34561 -1.95473 -1.41443
C -2.23561 -1.16943 -1.17363
H -4.78871 3.96737 1.00587
H -4.01691 2.93887 -0.22493
H -4.19521 4.69987 -0.49813
H -0.81591 5.29147 -0.33823
H -1.94891 4.30707 -1.29223
H 0.33519 3.28277 0.46857
H 0.34039 3.32467 -1.30013
H -1.54821 1.71327 -1.34723
H -1.63651 1.76377 0.42197
H 0.76069 2.55167 2.84227
H -0.84821 3.45767 4.46327
H -2.94731 2.26087 4.93097
H -3.45911 0.15397 3.74967
H -1.84821 -0.77263 2.12887
H 2.65929 1.64727 -0.54483
H 5.01399 2.24557 -0.05703
H 5.96079 1.76437 2.16647
H 4.53999 0.80057 3.93937
H 2.18889 0.25227 3.47077
H -1.65161 1.03327 -3.68963
H -1.48511 2.87777 -5.29373
H 0.65839 4.06107 -5.60583
H 2.63459 3.40437 -4.28403
H 2.48299 1.55067 -2.68403
H -0.72291 -1.44733 -4.19863
H -2.71541 -2.83753 -4.61583
H -4.35541 -3.20773 -2.82023
H -4.06971 -2.12593 -0.62973
H -2.07961 -0.73043 -0.19773
Cl 2.38859 -1.33733 -3.32033
C 3.28269 -2.24603 -2.21293
H 4.24609 -1.81673 -1.96783
H 3.27439 -3.30543 -2.42943
*
```

The value obtained for the highest occupied orbital energy is -10.7 eV. The relative energy (zero: lowest compared OMol25 entry of this formula, charge and spin) comes out at 68.59 kcal/mol. As for the orbital gap: 0.2091 Eh.



| no. | DFT total energy (eV) |
| --- | --- |
| 1 | -133815.912 |
| 2 | -98279.087 |